{
  "formula": "C14H16N2O2S",
  "method": "ωB97M-V/def2-TZVPD",
  "species": ["C", "H", "H", "H", "C", "H", "O", "O", "C", "H", "H", "C", "H", "C", "H", "N", "C", "H", "H", "C", "H", "N", "C", "S", "C", "C", "H", "C", "H", "C", "H", "C", "C", "H", "H"],
  "coordinates": [[1.26647, -0.56400, 2.48704], [2.53181, -2.17214, 1.63142], [-3.07696, 0.68619, -1.38728], [0.58209, 3.14496, 0.00945], [-2.86940, -0.60487, -2.94176], [-1.48342, 2.37381, -0.89453], [-0.40106, 0.66404, -0.72838], [0.07561, -0.60658, 2.96589], [-0.53878, -1.44163, -3.41934], [-0.09373, -2.05898, -3.91557], [-1.82791, 1.62669, 0.67488], [1.51521, -1.91418, 1.57400], [-0.57235, 3.54081, 1.07375], [1.96793, -1.36171, -0.75105], [-0.88175, 0.64212, 4.46355], [1.18200, -0.92691, -1.98565], [-2.40343, 0.31558, -1.97189], [-3.88725, -0.59415, -3.18598], [-2.18526, -2.03379, -4.71014], [-2.08910, -1.47581, -3.59597], [1.03709, -2.83293, 1.98638], [1.15303, -1.54103, 0.29711], [-0.05107, 0.49899, 3.93411], [3.69355, -1.17806, -0.78312], [-0.04469, -0.77123, -2.28283], [-1.17459, 1.82309, -0.16401], [0.37054, 2.20170, 1.51244], [1.94198, 0.30189, 2.99446], [-0.10162, -1.22228, 0.15587], [1.04531, 1.20659, 3.78676], [1.56050, 2.15767, 4.25730], [-0.14569, 2.64200, 0.65709], [-1.02274, 0.04413, -1.62481], [3.05166, 0.40219, 2.69343], [1.87603, -0.97217, -2.81258]],
  "forces_ev_per_a": [[-3.0357, -10.7905, -4.5792], [1.6109, 0.0794, -0.2776], [-3.4355, 2.9372, 3.5188], [0.3506, -0.6977, -0.1231], [-0.2665, 0.7887, 0.2298], [-2.4009, 2.9587, -4.4338], [0.1684, 5.0631, 5.7881], [-5.4748, 1.1047, 3.2734], [-9.9417, 6.7568, 7.3486], [5.5797, -6.6293, -5.6300], [-1.1456, -1.2083, -0.7791], [-0.1551, 2.1395, 3.3569], [-1.0453, 0.1795, 0.2959], [-1.4230, 2.7450, -1.9388], [-3.3946, 0.0562, 1.5742], [10.9436, -1.1261, 2.1485], [6.2114, -5.7667, -3.5548], [-1.5124, 0.0888, -0.2431], [-1.0323, 1.4078, 3.4812], [6.2142, -1.3216, -4.6705], [-0.4777, 1.0477, -0.2770], [-5.1136, 0.5489, -3.3355], [2.3891, -1.6498, -4.0454], [-2.3097, -0.8618, 0.0971], [-8.0824, -1.9428, -4.3897], [5.3773, -2.6830, 6.1401], [-0.2193, -0.6634, -0.4782], [8.4513, 8.9503, 2.2149], [5.4214, -1.4194, 0.4237], [4.8338, 1.1137, 0.9740], [-1.9038, -2.1150, -0.7154], [0.8520, 1.1785, -0.9924], [-2.4811, -0.7668, -3.3020], [-1.9810, 0.3945, 0.8623], [-1.5718, 0.1033, 2.0382]],
  "mulliken_charge": [0.411, 0.547, 0.516, 0.371, -0.312, 0.797, -0.301, -0.377, -1.199, 0.786, 0.262, -1.284, 0.500, -0.017, 0.593, -0.151, -1.114, 0.419, 0.164, -0.594, 0.261, -0.057, -0.799, -0.359, 0.589, -0.719, 0.099, 0.247, 0.455, -0.333, 0.309, -1.201, 0.899, 0.270, 0.325],
  "total_charge": 0,
  "homo_energy_ev": -7.768,
  "gap_ev": 8.254,
  "energy_ha": -1200.9151,
  "molar_mass_g_mol": 276.36,
  "e_above_lowest_ev": 10.6923,
  "largest_force_ev_per_a": 14.1
}

---

{
  "formula": "C5H10ClN",
  "method": "ωB97M-V/def2-TZVPD",
  "species": ["C", "Cl", "H", "H", "H", "H", "H", "H", "H", "C", "H", "C", "C", "H", "N", "H", "C"],
  "coordinates": [[-0.07032, 1.06730, 0.89485], [3.84737, -0.42687, 0.86014], [-0.54864, 1.60119, 1.68245], [0.65756, 0.73272, -1.61680], [0.89835, 0.81770, 0.99605], [3.84460, -0.10112, -2.58250], [-2.92543, 0.17878, 0.11410], [-2.56998, 1.45065, -0.93104], [-2.43743, 1.64579, 0.73305], [-0.82950, 0.52637, -0.06586], [0.65121, -0.83993, -0.79606], [-0.02186, -0.04492, -1.22784], [-2.26232, 0.93483, -0.09702], [4.47048, -1.20254, -1.37174], [3.97802, -0.27508, -1.57950], [-0.73611, -0.24893, -2.02183], [3.28886, 0.20259, -0.66098]],
  "forces_ev_per_a": [[-3.5475, -0.5593, -0.1066], [-0.1211, -0.3790, 0.4458], [-0.1119, 0.4602, 0.6003], [-0.3107, -0.2628, 0.2424], [3.4044, -0.4839, 0.1826], [-0.3032, 0.2540, 0.8384], [-1.5714, -2.1630, 0.0885], [-0.5485, 0.9336, -2.3760], [0.2282, -0.2471, -0.2719], [1.8524, 1.9767, 0.1928], [-0.9993, 0.2926, -1.1178], [-0.2297, 0.0931, 0.6303], [1.3067, 0.9653, 2.1679], [-0.0452, 1.6428, -0.6176], [2.7247, -4.3220, -2.9598], [0.4077, -1.0258, -0.2476], [-2.1356, 2.8246, 2.3083]],
  "mulliken_charge": [-0.994, -0.180, 0.256, 0.275, 0.252, 0.268, 0.329, 0.362, 0.313, 0.990, 0.222, -1.046, -1.295, 0.214, -0.252, 0.360, -0.075],
  "total_charge": 0,
  "homo_energy_ev": -8.713,
  "gap_ev": 9.450,
  "energy_ha": -711.3314,
  "molar_mass_g_mol": 119.59,
  "e_above_lowest_ev": 3.3771,
  "largest_force_ev_per_a": 5.9
}

---

{
  "formula": "BrH2OP",
  "method": "ωB97M-V/def2-TZVPD",
  "species": ["P", "Br", "H", "O", "H"],
  "coordinates": [[-0.59711, -0.26673, -0.03112], [0.55377, -2.02527, -0.77425], [-0.07031, 1.25006, 1.19853], [0.53581, 0.61999, 0.76431], [-0.42216, 0.42194, -1.15746]],
  "forces_ev_per_a": [[-0.2254, -1.2863, 1.0192], [0.0114, 0.1821, 0.1837], [0.8151, 0.0513, 0.4135], [-0.5084, 0.2930, 0.5719], [-0.0927, 0.7598, -2.1883]],
  "mulliken_charge": [0.187, -0.155, 0.337, -0.436, 0.066],
  "total_charge": 0,
  "homo_energy_ev": -9.540,
  "gap_ev": 9.902,
  "energy_ha": -2991.8169,
  "molar_mass_g_mol": 128.89,
  "e_above_lowest_ev": 0.1644,
  "largest_force_ev_per_a": 2.3
}

---

{
  "formula": "C6H13N",
  "method": "ωB97M-V/def2-TZVPD",
  "species": ["H", "H", "C", "C", "N", "H", "C", "H", "H", "H", "H", "H", "H", "C", "H", "H", "H", "H", "C", "C"],
  "coordinates": [[1.44575, 0.56617, 1.10598], [0.29865, -1.81714, 0.29670], [0.99927, -0.02121, 0.26738], [-0.93817, 0.04352, 0.68192], [-1.11992, -0.74032, 1.69385], [-2.33593, -0.90378, -0.99035], [-1.74961, -0.00730, -0.86938], [0.45808, 1.89081, -0.69800], [2.09013, 1.65573, -0.64488], [-2.98005, 0.93042, 0.66260], [-2.09492, -0.94621, 1.90860], [-1.23767, 0.32820, -1.75828], [1.14609, 0.67418, -1.81677], [-1.99784, 0.99739, 0.20365], [-1.66882, 2.01635, 0.03426], [1.09383, -2.30654, 0.13136], [2.33967, -1.61636, 0.99823], [2.95336, -0.82598, -0.53435], [1.17763, 1.08076, -0.80909], [2.12048, -0.99869, 0.13656]],
  "forces_ev_per_a": [[-1.3230, -0.3401, 0.4288], [1.6195, -3.2170, -0.5453], [0.1062, 5.4669, 0.6798], [3.3598, -1.1309, -1.5020], [-0.2844, -1.6391, 0.7720], [-0.3219, 0.1069, 0.2545], [-0.0915, 0.3409, 0.6617], [-0.5246, -0.2468, -0.1841], [0.4826, -0.5312, -0.2385], [0.3625, -0.0104, 0.5614], [-0.1549, 0.3930, 0.0758], [0.5337, -0.1917, 0.1808], [0.0394, 0.1603, -0.2169], [0.1801, 0.1310, -1.2076], [-0.0893, -0.0021, -0.2375], [-3.4173, 0.8959, 0.0970], [0.3220, 0.4396, 0.1714], [-0.2565, 0.1834, -0.3184], [-0.2889, 0.0871, 0.1432], [-0.2536, -0.8956, 0.4240]],
  "mulliken_charge": [0.087, -0.168, 0.894, 0.379, -0.586, 0.267, -0.411, 0.296, 0.486, 0.287, 0.232, 0.239, 0.327, -0.750, 0.180, 0.344, 0.462, 0.362, -1.658, -1.271],
  "total_charge": 0,
  "homo_energy_ev": [-7.984, -6.912],
  "gap_ev": [8.742, 6.399],
  "energy_ha": -290.7927,
  "molar_mass_g_mol": 99.18,
  "e_above_lowest_ev": 9.9602,
  "largest_force_ev_per_a": 5.5
}